1.
The following is a quantum chemistry calculation of a single C13H11ClN4OS molecule at a distorted geometry, from OMol25.

Last column: Löwdin charge in e.
Element x y z (Å)
1 Cl -3.54991 0.33148 2.07052  0.65
2 N -1.90230 -0.20616 0.06943  0.06
3 N -0.11262 -1.75475 0.05375  0.13
4 N 2.47699 1.05669 -1.13608  0.11
5 O 3.81357 1.45405 2.29173  0.05
6 S -0.52342 -0.43672 -2.15361  0.99
7 C 3.00826 1.91129 3.29593  -0.09
8 C 1.74066 2.09416 2.86197  -0.01
9 C -0.87822 -0.84813 -0.51560  -0.69
10 C 3.39222 1.06745 -0.16020  -0.03
11 C -2.21281 -0.54914 1.31376  -0.69
12 C -0.45392 -2.07148 1.27804  -0.43
13 C 1.18847 1.30956 -0.86072  -0.31
14 C -1.48816 -1.51879 1.96048  -0.04
15 C 0.77440 1.71305 0.42575  0.04
16 C 3.03020 1.41645 1.15934  -0.19
17 C 1.72197 1.78432 1.44731  -0.15
18 N 0.47445 -2.87448 1.83016  0.14
19 C -0.76607 2.34414 -2.17642  -0.11
20 C 0.27794 1.19903 -2.06535  -0.55
21 H 3.33314 2.06893 4.32992  0.13
22 H 0.86525 2.46409 3.42759  0.12
23 H 4.43311 0.80478 -0.40529  0.12
24 H -1.78112 -1.80029 2.96630  0.12
25 H -0.25214 1.94998 0.57904  0.10
26 H 0.68293 -2.70131 2.82102  0.12
27 H 1.24117 -2.90583 1.21866  0.08
28 H -1.55656 2.15521 -2.89918  0.07
29 H -1.29104 2.45133 -1.22119  0.06
30 H -0.23973 3.23616 -2.44565  0.07
31 H 0.95777 1.25942 -2.95692  0.11

Max |F| (eV Å⁻¹): 2.96
HOMO energy (eV): -8.677
Molecular weight (g mol⁻¹): 306.778
SMILES string: C[C@H](Sc1nc(N)cc(Cl)n1)c1cc2ccoc2cn1
Frontier orbital gap (hartree): 0.3314

***

2.
The following is a quantum chemistry calculation of 2 unconnected molecules or ions with the total composition C3H7N3O at a distorted geometry, from OMol25.

Last column: Löwdin charge in e.
Element x y z (Å)
1 C 1.90704 0.08340 -0.85196  -0.06
2 N -1.14126 -0.12719 -0.11221  -0.05
3 C 1.37996 0.63540 0.43743  -0.38
4 N -2.00418 0.85149 -0.55990  0.03
5 C -1.14762 -0.78616 0.92141  -0.31
6 N -1.42141 -1.41785 1.93131  0.16
7 O 1.32922 1.78630 0.75300  0.05
8 H -2.91638 0.46175 -0.78404  0.09
9 H -1.57018 1.29890 -1.36118  0.08
10 H -1.43687 -2.42445 1.97234  0.07
11 H 0.91967 -0.18700 1.13929  0.10
12 H 1.19728 -0.64213 -1.24728  0.06
13 H 2.05056 0.88507 -1.57266  0.08
14 H 2.85417 -0.41753 -0.66556  0.08

Max |F| (eV Å⁻¹): 3.39
HOMO energy (eV): -8.996
Energy above the lowest of the compared OMol25 structures with the same formula, charge and spin (kcal/mol): 85.69
Molecular weight (g mol⁻¹): 101.109
SMILES string: N=C=NN.CC=O
Frontier orbital gap (hartree): 0.3589

***

3.
The following is a quantum chemistry calculation of a gas-phase ion, C5H13N2 (charge +1) at a distorted geometry, from OMol25.

Last column: Löwdin charge in e.
Element x y z (Å)
1 C 1.60953 -2.29939 1.03984  -0.10
2 C 0.31758 -1.48426 1.28438  -0.23
3 C 0.60529 0.00316 1.00035  -0.15
4 C -0.30659 0.63021 0.00321  -0.33
5 C 0.11338 1.19255 -1.16542  -0.08
6 N -0.69594 1.41265 -2.35038  0.20
7 N -1.60491 0.73012 0.41309  0.14
8 H 1.51590 -3.33466 1.36754  0.08
9 H 2.37365 -1.88572 1.70271  0.08
10 H 2.03105 -2.20084 0.04242  0.07
11 H -0.49784 -1.89382 0.68136  0.11
12 H 0.09257 -1.61954 2.34647  0.11
13 H 1.60499 0.09780 0.57017  0.11
14 H 0.52727 0.53902 1.94753  0.13
15 H 1.18818 1.14705 -1.25446  0.12
16 H -0.61320 0.55743 -2.90554  0.18
17 H -1.69750 1.57488 -2.24256  0.17
18 H -0.36148 2.23633 -2.85160  0.18
19 H -2.26831 1.42148 0.14361  0.10
20 H -1.83089 0.25536 1.27933  0.12

Max |F| (eV Å⁻¹): 2.86
Net charge: +1
HOMO energy (eV): -12.910
Energy above the lowest of the compared OMol25 structures with the same formula, charge and spin (kcal/mol): 48.54
Molecular weight (g mol⁻¹): 101.173
SMILES string: CCC/C(N)=C/[NH3+]
Frontier orbital gap (hartree): 0.3384

***

4.
The following is a quantum chemistry calculation of a gas-phase ion, C2H14NSi3 (charge +1) at a distorted geometry, from OMol25.

Last column: Löwdin charge in e.
Element x y z (Å)
1 C 1.78475 -0.84355 -1.27133  -0.09
2 C 1.32728 -0.21631 0.17488  -0.53
3 N 2.62380 0.14008 0.90311  0.12
4 Si -3.80633 -0.26676 0.72361  0.47
5 Si 0.11079 1.28894 0.03706  0.53
6 Si -1.97729 0.30751 -0.73381  0.32
7 H 2.77044 -0.49865 -1.64283  0.08
8 H 1.75579 -1.91688 -1.06143  0.07
9 H 0.97411 -0.62592 -2.06588  0.09
10 H 0.77807 -1.12390 0.43414  0.09
11 H 3.12681 -0.67322 1.20968  0.15
12 H 2.51851 0.79192 1.80690  0.20
13 H 3.26532 0.76496 0.37108  0.17
14 H -3.56706 -1.42030 1.58082  -0.13
15 H -4.57743 -0.67509 -0.48715  -0.11
16 H -4.50662 0.84948 1.45124  -0.09
17 H 0.83191 2.50680 -0.59811  -0.05
18 H 0.32555 1.60623 1.57827  -0.04
19 H -1.96461 -0.35557 -2.03862  -0.11
20 H -2.43954 1.48571 -1.49026  -0.12

Max |F| (eV Å⁻¹): 3.82
Net charge: +1
HOMO energy (eV): -13.166
Energy above the lowest of the compared OMol25 structures with the same formula, charge and spin (kcal/mol): 10.46
Molecular weight (g mol⁻¹): 136.399
SMILES string: C[C@@H]([NH3+])[SiH2][SiH2][SiH3]
Frontier orbital gap (hartree): 0.3485

***

5.
The following is a quantum chemistry calculation of a molecular structure, C13H30MnN9OS, from OMol25.

Last column: Löwdin charge in e.
Element x y z (Å)
1 Mn 0.01067 0.07021 0.13942  0.43
2 N -1.59679 0.79718 -0.96905  -0.03
3 C -1.62280 0.25117 -2.33900  -0.19
4 C -0.29038 0.50601 -3.03686  -0.16
5 N 0.88059 0.20017 -2.19542  -0.20
6 C 1.45494 -1.11519 -2.49927  -0.19
7 C 0.49607 -2.21586 -2.09703  -0.20
8 N 0.12578 -2.00424 -0.68916  -0.04
9 C 1.90841 1.24363 -2.28965  -0.18
10 C 1.47487 2.50721 -1.57501  -0.22
11 N 1.13126 2.16388 -0.19290  -0.03
12 H -2.43840 0.51457 -0.47519  0.09
13 H -1.60268 1.81304 -1.00140  0.10
14 H -2.43128 0.68207 -2.93476  0.13
15 H -1.82550 -0.81354 -2.24648  0.10
16 H -0.24699 1.55595 -3.32932  0.12
17 H -0.25862 -0.06821 -3.96963  0.13
18 H 2.37186 -1.21430 -1.91540  0.11
19 H 1.72122 -1.20648 -3.56045  0.14
20 H 0.95159 -3.19299 -2.26958  0.13
21 H -0.40391 -2.18301 -2.70983  0.10
22 H 0.85894 -2.37693 -0.09340  0.05
23 H -0.72548 -2.50253 -0.45256  0.09
24 H 2.17671 1.46427 -3.33081  0.14
25 H 2.80696 0.85979 -1.80006  0.12
26 H 0.59097 2.93857 -2.04952  0.11
27 H 2.26717 3.25645 -1.64885  0.13
28 H 0.77010 2.97125 0.30125  0.09
29 H 1.96511 1.88525 0.32038  0.03
30 C 2.75238 -2.93035 4.29938  -0.05
31 N 2.78925 -2.29453 2.98791  -0.03
32 C 2.04035 -1.25698 2.63172  -0.79
33 N 1.15157 -0.77294 3.48353  0.16
34 S 2.23185 -0.56348 1.06555  0.72
35 H 3.30622 -3.86277 4.24097  0.09
36 H 1.72698 -3.16927 4.58352  0.04
37 H 3.20826 -2.29528 5.06039  0.10
38 H 3.48917 -2.57638 2.32255  0.12
39 H 0.90422 -1.24763 4.34469  0.08
40 H 0.60443 0.02093 3.18978  0.06
41 N -0.51731 -3.04104 4.85530  0.11
42 C -1.24891 -2.77997 3.99508  -0.37
43 N -2.08217 -2.48225 3.01434  0.08
44 C -1.69378 -1.64138 2.13316  -0.32
45 N -1.39901 -0.86263 1.30902  0.06
46 C -0.51691 3.21845 3.74355  0.00
47 C -0.93171 2.27909 2.65223  -0.45
48 C -2.36656 2.31215 2.21660  0.00
49 O -0.12591 1.50950 2.15096  -0.06
50 H -0.95909 2.87803 4.68360  0.10
51 H -0.90987 4.21977 3.56112  0.10
52 H 0.56501 3.24043 3.84211  0.09
53 H -3.02506 2.42254 3.07842  0.10
54 H -2.61422 1.40458 1.67297  0.06
55 H -2.52702 3.19290 1.58781  0.10

⟨S²⟩: 1.244
Max |F| (eV Å⁻¹): 0.88
Net charge: +1
HOMO energy (alpha / beta) (eV): -10.955 / -10.863
2S+1: 2
Energy above the lowest of the compared OMol25 structures with the same formula, charge and spin (kcal/mol): 19.45
Molecular weight (g mol⁻¹): 415.450
Frontier orbital gap (alpha / beta) (hartree): 0.3161 / 0.3129